The following is a DFT calculation (ωB97M-V/def2-TZVPD) of C24H38BBrF16O7Si2 as an isolated structure in a non-equilibrium geometry.

The geometry in ORCA input format:
```
! RIJCOSX wB97M-V def2-TZVPD def2/J DEFGRID3
* xyz 0 1
C 4.023 -7.078 4.779
C 3.779 -6.347 3.842
Si 3.561 -5.165 2.362
Br 5.197 -5.644 0.905
O 1.967 -5.245 1.842
Si 1.579 -4.675 0.272
C -0.318 -5.067 0.116
C -0.915 -4.989 1.608
C -2.492 -5.133 1.545
C -3.207 -4.086 0.595
C -2.759 -2.588 0.824
O -2.416 -1.982 -0.459
C -2.134 -0.591 -0.205
C -3.396 0.314 -0.605
C 1.656 -2.806 -0.013
C 2.961 -2.049 0.414
O 3.114 -0.808 -0.322
C 4.103 -0.008 0.361
C 4.957 0.866 -0.644
C 2.335 -5.729 -1.167
B 3.195 -4.885 -2.222
O 4.109 -3.848 -1.937
O 3.067 -5.251 -3.619
H 4.424 -7.778 5.551
H 3.799 -3.817 2.918
H -0.781 -4.312 -0.576
H -0.476 -6.139 -0.208
H -0.522 -5.841 2.245
H -0.594 -4.043 2.135
H -2.696 -6.157 1.089
H -2.979 -5.175 2.572
H -4.335 -4.119 0.691
H -2.974 -4.328 -0.488
H -1.844 -2.481 1.479
H -3.596 -1.975 1.296
H -1.263 -0.289 -0.866
H -1.850 -0.389 0.865
H -4.252 -0.344 -0.919
H -3.156 1.026 -1.446
H -3.679 0.896 0.318
H 0.782 -2.346 0.552
H 1.424 -2.614 -1.110
H 3.904 -2.680 0.365
H 2.868 -1.738 1.507
H 3.626 0.701 1.113
H 4.820 -0.668 0.934
H 4.408 0.882 -1.639
H 5.965 0.389 -0.835
H 5.158 1.908 -0.254
H 1.516 -6.245 -1.764
H 2.926 -6.589 -0.709
H 4.945 -4.058 -2.390
H 3.565 -6.082 -3.757
C 2.177 3.409 -4.389
C 2.755 3.060 -3.004
C 1.846 3.346 -1.807
F 1.526 4.652 -1.702
F 2.474 3.011 -0.652
F 3.958 3.663 -2.863
F 3.007 1.718 -3.010
O 2.557 4.664 -4.956
C 1.837 5.801 -4.566
C 2.694 6.799 -3.782
F 3.243 6.237 -2.686
F 1.938 7.839 -3.354
F 0.727 5.425 -3.900
F 1.407 6.385 -5.706
H 2.592 2.672 -5.081
H 1.097 3.255 -4.437
H 0.922 2.765 -1.867
H 3.502 7.190 -4.405
C -4.701 6.150 2.745
C -4.859 5.316 4.031
C -3.975 4.072 4.143
F -4.206 3.184 3.156
F -4.224 3.426 5.309
F -6.165 5.001 4.195
F -4.539 6.136 5.075
O -5.646 5.918 1.700
C -5.403 4.849 0.827
C -6.458 3.745 0.940
F -6.550 3.265 2.197
F -6.135 2.699 0.142
F -4.146 4.396 1.009
F -5.434 5.366 -0.422
H -4.882 7.186 3.037
H -3.676 6.142 2.371
H -2.915 4.341 4.129
H -7.443 4.115 0.647
*
```

Output
**LUMO energy**: 0.193 eV
**HOMO**: -9.5 eV
**Energy above the lowest of the compared OMol25 structures with the same formula, charge and spin**: 2.618 eV
**DFT total energy**: -6239.77620 hartree
**Largest force on an atom**: 0.0553 hartree/bohr